Record 1
ORCA calculation (ωB97M-V/def2-TZVPD) on a molecular structure, C21H34N5O4S4SeTi in a non-equilibrium geometry.

Geometry as ORCA input:
```
! RIJCOSX wB97M-V def2-TZVPD def2/J DEFGRID3
* xyz 0 2
Ti 0.57 1.40 -1.17
C -3.56 2.84 2.77
C -3.02 1.48 3.15
S -3.06 0.31 1.76
C -4.52 -0.72 2.08
C -5.63 -0.54 1.07
S -4.96 -0.08 -0.55
C -5.48 1.62 -0.61
C -4.72 2.66 0.17
S -5.16 2.83 1.91
H -2.85 3.40 2.12
H -3.77 3.39 3.65
H -3.46 1.09 4.08
H -1.96 1.56 3.38
H -4.86 -0.56 3.10
H -4.04 -1.70 1.91
H -6.34 0.26 1.38
H -6.14 -1.47 0.86
H -6.54 1.68 -0.43
H -5.24 1.79 -1.70
H -5.02 3.66 -0.21
H -3.64 2.59 0.02
C 4.71 -4.63 -2.86
C 3.88 -3.38 -3.09
C 2.46 -3.44 -3.09
C 1.68 -2.30 -3.26
C 2.29 -1.08 -3.49
C 3.68 -1.00 -3.63
C 4.48 -2.14 -3.42
S 1.39 0.45 -3.58
O 2.09 1.36 -2.55
O 1.20 0.84 -4.93
N -0.01 0.29 -2.71
C -1.39 0.53 -3.17
C -1.93 1.65 -2.26
O -2.98 2.22 -2.49
O -1.17 1.86 -1.21
H 4.31 -5.29 -2.09
H 5.75 -4.35 -2.67
H 4.73 -5.32 -3.75
H 1.97 -4.41 -3.00
H 0.58 -2.35 -3.24
H 4.15 -0.05 -3.89
H 5.54 -2.05 -3.50
H -1.96 -0.39 -2.94
H -1.44 0.79 -4.26
C 0.77 2.62 1.75
N 1.79 1.63 2.00
C 2.34 1.70 3.37
C 1.84 0.50 1.23
N 0.82 0.22 0.41
N 2.85 -0.39 1.34
C 4.23 -0.05 1.67
C 2.67 -1.78 0.95
H 1.10 3.66 2.01
H -0.15 2.44 2.27
H 0.62 2.58 0.65
H 1.77 1.02 4.05
H 2.30 2.75 3.69
H 3.36 1.41 3.47
H 0.37 -0.66 0.55
H 4.44 1.02 1.59
H 4.90 -0.53 0.89
H 4.53 -0.44 2.65
H 3.63 -2.13 0.51
H 1.88 -1.95 0.18
H 2.49 -2.38 1.87
Se -0.31 -3.00 1.85
C 0.30 -2.12 3.28
N 0.84 -1.43 4.11
*
```

Output
Energy relative to the best compared isomer or geometry (same formula, charge and spin) in kJ/mol: 209.6
F_max in eV Å⁻¹: 4.8
Molecular weight in g mol⁻¹: 675.629
<S²>: 0.75
HOMO (spin up / spin down) in eV: -6.786 / -6.786
LUMO energy (spin up / spin down) in Eh: -0.0209 / -0.0301



Record 2
ORCA calculation (ωB97M-V/def2-TZVPD) on a molecular structure, C21H34NaO21 in a non-equilibrium geometry.

Geometry as ORCA input:
```
! RIJCOSX wB97M-V def2-TZVPD def2/J DEFGRID3
* xyz 1 1
Na 0.64 0.06 0.32
C -1.57 -4.63 0.74
C -0.35 -5.45 1.12
O 0.61 -4.46 1.18
C 0.04 -3.25 1.27
O 0.60 -2.19 1.67
O -1.27 -3.28 1.10
H -2.48 -5.03 1.19
H -1.74 -4.74 -0.33
H -0.05 -6.07 0.28
H -0.47 -5.88 2.11
C 3.50 -4.80 -1.16
C 4.62 -4.00 -1.81
O 4.02 -2.73 -1.78
C 2.84 -2.66 -1.08
O 2.21 -1.64 -0.76
O 2.48 -3.86 -0.88
H 3.90 -5.22 -0.24
H 3.13 -5.55 -1.87
H 4.95 -4.42 -2.77
H 5.50 -3.86 -1.18
C -3.29 -1.40 -3.58
C -3.29 -2.41 -2.40
O -2.06 -2.04 -1.77
C -1.30 -1.25 -2.55
O -0.19 -0.84 -2.22
O -1.93 -1.02 -3.73
H -3.83 -0.48 -3.33
H -3.71 -1.88 -4.46
H -3.26 -3.39 -2.88
H -4.18 -2.32 -1.77
C -0.64 5.82 -0.86
C 0.29 5.66 -2.09
O 0.91 4.53 -1.72
C 0.14 3.72 -1.01
O 0.37 2.59 -0.69
O -0.83 4.46 -0.47
H -1.57 6.33 -1.12
H -0.14 6.32 -0.03
H 1.03 6.46 -2.05
H -0.20 5.50 -3.05
C -2.90 2.21 -1.67
O -3.43 1.11 -1.08
C -2.82 0.45 -0.05
O -1.71 0.68 0.37
O -3.70 -0.49 0.23
C -3.52 -1.29 1.40
H -3.58 2.74 -2.33
H -2.00 1.96 -2.23
H -2.56 2.89 -0.89
H -2.45 -1.39 1.62
H -3.80 -2.30 1.10
H -4.12 -0.95 2.24
C 2.38 4.08 1.70
O 3.18 3.69 0.59
C 3.32 2.43 0.11
O 2.83 1.40 0.58
O 4.26 2.53 -0.91
C 4.69 1.34 -1.63
H 1.61 4.77 1.34
H 3.05 4.45 2.47
H 1.89 3.19 2.11
H 3.86 0.79 -2.07
H 5.15 0.66 -0.92
H 5.27 1.61 -2.51
C -1.00 3.24 2.84
O -1.09 2.29 3.82
C -0.69 1.05 3.69
O -0.04 0.59 2.72
O -0.70 0.36 4.89
C -0.51 -1.02 4.86
H -1.11 2.84 1.83
H 0.00 3.67 2.86
H -1.87 3.89 2.91
H -0.79 -1.42 5.84
H 0.54 -1.29 4.75
H -1.07 -1.45 4.03
*
```

Output
Energy relative to the best compared isomer or geometry (same formula, charge and spin) in kJ/mol: 303.5
F_max in eV Å⁻¹: 6.3
Molecular weight in g mol⁻¹: 645.472
HOMO in eV: -12.559
LUMO energy in Eh: -0.0666



Record 3
ORCA calculation (ωB97M-V/def2-TZVPD) on 10 unconnected molecules or ions with the total composition C21H35BN9O2.

Geometry as ORCA input:
```
! RIJCOSX wB97M-V def2-TZVPD def2/J DEFGRID3
* xyz -1 1
C -0.35 0.99 -4.63
C -0.88 0.76 -3.21
C 0.29 0.47 -2.22
O 0.23 1.46 -1.22
B -0.44 2.61 -1.89
O -1.47 1.94 -2.74
H 0.12 1.97 -4.67
H -1.18 0.98 -5.35
H 0.38 0.24 -4.94
H -1.62 -0.05 -3.21
H 1.24 0.54 -2.76
H 0.17 -0.51 -1.74
H -0.93 3.42 -1.14
H 0.41 3.14 -2.65
C -0.71 2.19 1.41
C -1.37 1.62 2.57
N -1.92 1.13 3.45
H -1.06 3.20 1.22
H 0.37 2.21 1.56
H -0.90 1.58 0.52
C -3.75 4.43 -2.11
C -2.98 5.20 -1.14
N -2.34 5.78 -0.38
H -4.36 3.69 -1.58
H -4.39 5.09 -2.68
H -3.06 3.90 -2.77
C -5.43 0.49 2.24
C -5.69 1.28 1.04
N -5.88 1.90 0.10
H -4.43 0.68 2.62
H -6.16 0.76 3.01
H -5.54 -0.57 2.02
C 0.56 -1.78 1.11
C 1.58 -2.30 0.21
N 2.36 -2.74 -0.52
H 0.54 -2.38 2.02
H 0.78 -0.75 1.36
H -0.41 -1.83 0.62
C -1.45 8.43 -2.98
C -1.36 7.49 -4.09
N -1.29 6.77 -4.98
H -1.79 9.39 -3.36
H -2.14 8.06 -2.23
H -0.47 8.55 -2.52
C -0.30 -0.39 6.57
C -0.27 -1.39 5.52
N -0.24 -2.14 4.65
H -0.46 0.59 6.12
H -1.12 -0.60 7.26
H 0.64 -0.39 7.12
C 5.15 -4.11 -1.84
C 6.29 -3.41 -2.43
N 7.19 -2.87 -2.89
H 5.51 -4.86 -1.14
H 4.50 -3.41 -1.32
H 4.58 -4.60 -2.62
C 4.98 -5.47 2.24
C 4.96 -6.42 1.15
N 4.93 -7.19 0.29
H 5.03 -4.45 1.85
H 4.07 -5.57 2.83
H 5.84 -5.65 2.88
C 0.71 -6.57 1.50
C 1.26 -5.42 2.21
N 1.70 -4.50 2.73
H 0.53 -6.30 0.47
H 1.42 -7.40 1.54
H -0.22 -6.88 1.97
*
```

Output
F_max in eV Å⁻¹: 0.9
Molecular weight in g mol⁻¹: 456.384
HOMO in eV: -4.351
LUMO energy in Eh: 0.0776



Record 4
ORCA calculation (ωB97M-V/def2-TZVPD) on a molecular structure, C21H35F3N2S.

Geometry as ORCA input:
```
! RIJCOSX wB97M-V def2-TZVPD def2/J DEFGRID3
* xyz 0 1
F -2.57 1.65 2.89
C -2.20 1.70 1.60
F -3.12 2.48 0.96
F -2.35 0.45 1.10
C -0.79 2.24 1.44
C 0.13 1.36 0.60
C -0.18 1.29 -0.87
C -1.03 2.11 -1.53
C -1.26 1.99 -2.94
C -0.63 1.06 -3.70
C 0.26 0.18 -3.04
N 0.99 -0.80 -3.60
S 1.83 -1.48 -2.42
N 1.35 -0.60 -1.16
C 0.48 0.29 -1.64
H -0.87 3.25 1.03
H -0.37 2.34 2.44
H 1.16 1.71 0.75
H 0.11 0.34 0.99
H -1.57 2.87 -0.99
H -1.95 2.68 -3.42
H -0.79 0.98 -4.76
C 4.03 1.47 -0.82
C 5.03 1.54 -1.97
C 6.02 0.38 -1.97
C 6.91 0.29 -0.73
C 7.73 1.55 -0.43
C 8.70 1.92 -1.55
H 4.53 1.54 0.15
H 3.31 2.29 -0.88
H 3.46 0.54 -0.86
H 5.56 2.49 -1.94
H 4.48 1.53 -2.92
H 6.65 0.45 -2.87
H 5.47 -0.56 -2.07
H 7.59 -0.56 -0.85
H 6.29 0.05 0.14
H 8.29 1.39 0.49
H 7.06 2.39 -0.24
H 9.39 1.10 -1.75
H 9.29 2.79 -1.28
H 8.18 2.15 -2.48
C -5.36 -0.37 2.80
C -4.65 -1.72 2.75
C -4.76 -2.42 1.40
C -6.19 -2.75 0.96
C -6.98 -3.61 1.95
C -6.36 -4.98 2.20
H -6.44 -0.47 2.64
H -5.22 0.12 3.76
H -4.97 0.30 2.03
H -5.04 -2.36 3.55
H -3.59 -1.57 2.98
H -4.17 -3.34 1.43
H -4.30 -1.79 0.64
H -6.15 -3.26 0.00
H -6.74 -1.82 0.78
H -7.99 -3.74 1.55
H -7.10 -3.08 2.90
H -6.25 -5.53 1.26
H -6.98 -5.57 2.87
H -5.37 -4.89 2.65
*
```

Output
F_max in eV Å⁻¹: 0.4
Molecular weight in g mol⁻¹: 404.586
HOMO in eV: -9.118
LUMO energy in Eh: -0.0206



Record 5
ORCA calculation (ωB97M-V/def2-TZVPD) on a molecular structure, C21H35N4O4S2Tc.

Geometry as ORCA input:
```
! RIJCOSX wB97M-V def2-TZVPD def2/J DEFGRID3
* xyz 1 2
Tc 0.43 -0.24 -0.36
C -1.95 2.72 3.90
N -1.12 2.51 2.72
C -0.76 3.70 1.94
C -0.77 1.30 2.29
O -0.13 1.13 1.25
C -1.20 0.11 3.15
O -0.70 -1.11 2.69
C 0.49 -1.56 3.27
C 1.67 -1.54 2.31
O 1.53 -1.22 1.12
N 2.87 -1.91 2.76
C 3.13 -2.39 4.11
C 4.02 -1.95 1.86
H -2.02 3.79 4.08
H -2.96 2.34 3.75
H -1.52 2.27 4.79
H -0.33 4.44 2.61
H -0.03 3.42 1.19
H -1.64 4.12 1.46
H -0.93 0.29 4.19
H -2.30 0.05 3.11
H 0.74 -0.98 4.17
H 0.34 -2.59 3.58
H 2.22 -2.46 4.70
H 3.57 -3.39 4.05
H 3.83 -1.73 4.62
H 3.80 -1.40 0.96
H 4.87 -1.51 2.37
H 4.25 -2.99 1.61
S -1.44 -1.59 -0.34
C -1.11 -2.88 -1.44
C -2.07 -3.89 -1.67
C -1.80 -4.90 -2.55
C -0.57 -4.94 -3.23
C 0.37 -3.97 -3.02
C 0.11 -2.91 -2.13
S 1.30 -1.68 -1.87
H -3.01 -3.85 -1.13
H -2.54 -5.68 -2.72
H -0.37 -5.75 -3.92
H 1.31 -3.99 -3.55
C 3.16 0.90 -0.93
O 1.88 1.02 -0.38
H 3.30 0.00 -1.54
H 3.91 0.88 -0.13
H 3.38 1.78 -1.55
C -1.88 1.64 -1.17
C -2.67 2.48 -2.19
N -1.89 2.70 -3.40
C -0.60 3.27 -3.02
C 0.22 2.28 -2.17
N -0.62 1.10 -1.79
C -1.01 0.41 -3.06
C -1.66 1.41 -4.04
H -2.46 0.79 -0.81
H -1.57 2.23 -0.31
H -2.93 3.45 -1.76
H -3.60 1.98 -2.47
H -0.78 4.19 -2.48
H -0.05 3.53 -3.93
H 0.60 2.72 -1.25
H 1.08 1.88 -2.71
H -1.68 -0.41 -2.79
H -0.10 -0.03 -3.48
H -2.62 1.03 -4.40
H -1.02 1.57 -4.91
*
```

Output
F_max in eV Å⁻¹: 0.5
Molecular weight in g mol⁻¹: 569.669
<S²>: 0.93
HOMO (spin up / spin down) in eV: -9.999 / -10.351
LUMO energy (spin up / spin down) in Eh: -0.1518 / -0.1166



Record 6
ORCA calculation (ωB97M-V/def2-TZVPD) on a molecular structure, C21H36AlBe2Cl2F12N2O14PS in a non-equilibrium geometry.

Geometry as ORCA input:
```
! RIJCOSX wB97M-V def2-TZVPD def2/J DEFGRID3
* xyz 0 1
N 0.62 -3.33 3.29
P 0.73 -2.71 1.82
N -0.86 -2.52 0.98
C -0.68 -3.05 -0.43
C -1.21 -4.55 -0.67
C -0.34 -5.71 0.04
C -0.90 -6.23 1.45
O -1.75 -7.41 1.38
C -2.82 -7.26 0.44
O -3.87 -6.60 0.66
C -2.13 -2.79 1.73
C -3.35 -1.70 1.51
C -2.51 -0.58 0.70
C -0.92 -1.00 0.73
H 1.20 -4.19 3.29
H 1.62 -3.54 1.04
H 1.33 -1.41 1.89
H 0.41 -2.93 -0.81
H -1.31 -2.36 -1.11
H -2.34 -4.61 -0.43
H -1.15 -4.73 -1.82
H 0.74 -5.34 0.19
H -0.32 -6.62 -0.67
H 0.03 -6.54 2.08
H -1.45 -5.44 2.08
H -2.70 -7.72 -0.62
H -1.93 -2.80 2.86
H -2.70 -3.78 1.55
H -3.76 -1.47 2.55
H -4.08 -2.21 0.77
H -2.51 0.39 1.30
H -2.85 -0.52 -0.40
H -0.56 -0.35 1.62
H -0.35 -0.61 -0.19
C -3.87 0.76 -5.47
C -3.45 1.49 -4.21
C -2.44 0.74 -3.39
O -2.70 1.23 -2.08
C -4.01 1.59 -2.05
O -4.60 1.85 -1.05
O -4.55 1.61 -3.30
H -4.69 1.30 -5.97
H -3.04 0.67 -6.17
H -4.25 -0.24 -5.24
H -3.11 2.50 -4.45
H -1.42 0.95 -3.69
H -2.60 -0.35 -3.39
C 3.29 2.95 1.38
C 2.70 1.57 1.02
C 3.12 0.99 -0.33
F 2.87 1.81 -1.37
F 2.43 -0.16 -0.59
F 1.33 1.62 1.15
F 3.12 0.70 1.98
O 2.50 4.12 1.06
C 2.53 4.59 -0.28
C 1.21 4.33 -1.03
F 0.80 3.03 -0.89
F 1.35 4.56 -2.38
F 3.61 4.09 -0.90
F 2.74 5.94 -0.20
H 3.34 2.97 2.47
H 4.32 3.06 1.05
H 4.18 0.74 -0.35
H 0.41 4.97 -0.66
C 8.17 3.82 -0.35
C 7.62 3.30 -1.64
O 7.18 1.99 -1.30
C 6.95 1.99 0.04
O 6.41 1.09 0.63
O 7.40 3.13 0.63
H 8.04 4.90 -0.24
H 9.22 3.57 -0.21
H 6.76 3.88 -1.99
H 8.37 3.26 -2.43
O -5.68 2.97 1.92
S -6.44 1.74 2.20
O -7.51 1.58 1.14
O -7.07 1.84 3.52
O -5.54 0.58 2.16
Be 2.34 7.66 -0.67
Cl -8.87 0.47 2.22
Be -0.36 1.64 -0.42
O -10.16 1.36 -0.28
H -9.24 1.64 -0.21
H -10.55 1.99 -0.89
F 8.29 0.43 3.77
Al 6.67 -0.25 4.03
F 5.44 0.94 3.52
F 6.46 -0.62 5.76
F 6.49 -1.74 3.08
Cl 1.17 3.06 -3.47
*
```

Output
F_max in eV Å⁻¹: 8.0
Molecular weight in g mol⁻¹: 947.448
HOMO in eV: -7.872
LUMO energy in Eh: -0.2196